[1]
15
Properties=species:S:1:pos:R:3 method="wB97M-V/def2-TZVPD" s2=0.753 homo_lumo_gap_ev="4.5 / 8.5" de_lowest_kcal_mol=37.33 lumo_energy_ev="4.2984 / 4.2608" max_force_ev_per_a=4.997 total_charge=-1 homo_ev="-0.22 / -4.23" spin_multiplicity=2
C -0.12217 1.90252 0.78424
C 0.97831 0.38744 2.04299
N -0.12751 0.64458 1.42991
H -0.72076 1.95037 -0.10535
H -0.49481 2.71507 1.46211
H 0.87865 2.19306 0.48050
H 1.10917 -0.60786 2.63888
H 1.55551 1.22509 2.46623
C -0.63438 -1.82068 -2.62592
C -0.20615 -1.72010 -1.32175
O -0.93020 -1.19288 -0.31961
H 0.03891 -1.74608 -3.39642
H -1.59751 -1.48824 -2.66641
H 0.84254 -2.06117 -1.12469
H -0.56960 -0.38112 0.25529

[2]
15
Properties=species:S:1:pos:R:3 method="wB97M-V/def2-TZVPD" smiles="CC(C)NC=O" homo_lumo_gap_ev=10.7 de_lowest_kcal_mol=8.11 lumo_energy_ev=0.8788 max_force_ev_per_a=0.418 total_charge=0 homo_ev=-9.77 spin_multiplicity=1
C -1.29441 0.18121 0.99179
C -0.21232 -0.30314 0.02867
C -0.72753 -0.40874 -1.40391
N 0.95453 0.57083 0.09323
C 2.18593 0.13436 0.46151
O 2.46596 -1.00835 0.77122
H -2.15471 -0.49540 0.98134
H -1.65498 1.17513 0.70001
H -0.90747 0.23798 2.01371
H 0.15046 -1.28205 0.35588
H 0.06134 -0.76725 -2.07215
H -1.07203 0.56769 -1.76649
H -1.57708 -1.09720 -1.46452
H 0.84545 1.54771 -0.14138
H 2.93687 0.94721 0.45108

[3]
15
Properties=species:S:1:pos:R:3 method="wB97M-V/def2-TZVPD" smiles="CCNC(C)=O" homo_lumo_gap_ev=10.6 de_lowest_kcal_mol=24.67 lumo_energy_ev=0.8944 max_force_ev_per_a=2.687 total_charge=0 homo_ev=-9.70 spin_multiplicity=1
C 1.42253 -1.49576 -0.62788
C 1.51461 -0.04753 -0.14646
N 0.19406 0.60842 -0.06622
C -0.74211 0.46739 0.89863
C -2.11717 1.05482 0.30964
O -0.65323 -0.02639 2.00171
H 2.41119 -1.96012 -0.73712
H 0.92227 -1.53182 -1.60030
H 0.84390 -2.09241 0.08357
H 1.98273 -0.01723 0.84845
H 2.17227 0.53169 -0.80659
H -0.46707 0.95564 -0.76103
H -2.20732 1.61365 -0.65634
H -2.48938 1.73924 1.06310
H -2.78728 0.20040 0.19685

[4]
15
Properties=species:S:1:pos:R:3 method="wB97M-V/def2-TZVPD" smiles="CCC(=O)NC" homo_lumo_gap_ev=10.5 de_lowest_kcal_mol=16.70 lumo_energy_ev=0.9265 max_force_ev_per_a=1.650 total_charge=0 homo_ev=-9.55 spin_multiplicity=1
C -0.89282 -1.96552 0.96301
C -1.03313 -0.42833 1.02222
C -0.28164 0.46616 0.04892
O -0.59813 1.62953 -0.08638
N 0.72387 -0.09226 -0.70937
C 1.76790 0.81614 -1.15885
H -1.86844 -2.44401 0.94789
H -0.37619 -2.22291 0.04094
H -0.33647 -2.34543 1.80441
H -0.57459 -0.09771 1.96482
H -2.04537 -0.09148 1.07025
H 0.80549 -1.09109 -0.72296
H 1.35409 1.63068 -1.72777
H 2.46250 0.21841 -1.74761
H 2.28778 1.30404 -0.32873

[5]
15
Properties=species:S:1:pos:R:3 method="wB97M-V/def2-TZVPD" smiles="C=N/C=C/C.O" homo_lumo_gap_ev=9.7 de_lowest_kcal_mol=80.45 lumo_energy_ev=0.3644 max_force_ev_per_a=1.896 total_charge=0 homo_ev=-9.38 spin_multiplicity=1
C -1.92733 -0.13985 -0.67959
N -1.45214 0.34292 0.37889
C -0.02595 0.59688 0.50998
C 0.92496 0.07876 -0.25324
C 1.97003 0.97656 -0.86229
H -1.44172 -0.82627 -1.38050
H -2.97666 0.05467 -0.91378
H 0.10389 1.64891 0.73271
H 0.67915 -0.84087 -0.77172
H 1.51557 1.83795 -1.34959
H 2.43699 0.40839 -1.67589
H 2.79786 1.25750 -0.21170
O -0.59232 -2.06768 2.09349
H -0.57370 -1.13463 1.84391
H -1.43862 -2.19323 2.53932

[6]
15
Properties=species:S:1:pos:R:3 method="wB97M-V/def2-TZVPD" homo_lumo_gap_ev=8.9 de_lowest_kcal_mol=77.52 lumo_energy_ev=0.3726 max_force_ev_per_a=0.574 total_charge=0 homo_ev=-8.57 spin_multiplicity=1
C -1.29740 -0.23624 1.45294
C 0.41921 -0.65780 -0.79038
C -0.62735 -0.23349 -1.76924
N 1.19335 0.36207 -0.42202
C 2.12905 0.27070 0.63989
O 2.18714 -0.63050 1.42419
H -2.28514 -0.69333 1.54721
H -1.38478 0.75690 0.99405
H -0.81145 -0.15503 2.42836
H -0.66660 -0.88726 0.83096
H -0.27832 -0.56746 -2.75381
H -0.86075 0.84506 -1.81402
H -1.55458 -0.78123 -1.57646
H 1.07783 1.31294 -0.79154
H 2.78169 1.16240 0.68318

[7]
15
Properties=species:S:1:pos:R:3 method="wB97M-V/def2-TZVPD" smiles="CCC(=O)NC" homo_lumo_gap_ev=9.9 de_lowest_kcal_mol=60.96 lumo_energy_ev=0.8873 max_force_ev_per_a=1.974 total_charge=0 homo_ev=-9.03 spin_multiplicity=1
C 1.37566 -0.57625 -0.44184
C 1.26892 0.96359 0.52538
C -0.10743 0.59825 0.92917
O -0.47574 0.24701 2.03414
N -0.83635 0.36821 -0.21333
C -1.80377 -0.67016 -0.28496
H 0.76810 -0.85374 -1.36166
H 2.38967 -0.54282 -0.76883
H 1.15504 -1.41293 0.23625
H 1.89695 1.26177 1.41331
H 1.35825 1.77931 -0.19731
H -0.66790 0.96704 -0.99956
H -1.46781 -1.57104 -0.83414
H -1.99984 -0.94861 0.74923
H -2.69757 -0.27503 -0.75765

[8]
15
Properties=species:S:1:pos:R:3 method="wB97M-V/def2-TZVPD" smiles="C=N/C=C/C.O" homo_lumo_gap_ev=9.6 de_lowest_kcal_mol=59.76 lumo_energy_ev=0.3459 max_force_ev_per_a=2.495 total_charge=0 homo_ev=-9.23 spin_multiplicity=1
C -1.25503 1.37884 -1.25557
N -0.84580 0.98459 -0.11734
C 0.11951 -0.00668 0.04607
C 1.07430 -0.50181 -0.74827
C 2.01055 -1.67379 -0.55935
H -0.77436 1.08534 -2.19194
H -1.93415 2.23618 -1.22378
H 0.16138 -0.33989 1.08162
H 0.92030 -0.31054 -1.82404
H 2.98704 -1.45214 -0.98297
H 1.60584 -2.54609 -1.09623
H 2.08465 -1.98626 0.47393
O -2.02644 0.76211 3.06148
H -2.17783 0.68170 2.10531
H -1.94994 1.68842 3.23108

[9]
15
Properties=species:S:1:pos:R:3 method="wB97M-V/def2-TZVPD" smiles=COC[C@H]1CN1 homo_lumo_gap_ev=10.4 de_lowest_kcal_mol=57.35 lumo_energy_ev=1.0217 max_force_ev_per_a=0.312 total_charge=0 homo_ev=-9.40 spin_multiplicity=1
C 2.19733 0.54086 -0.21946
O 0.79680 0.57409 -0.10223
C 0.29940 -0.66030 0.35735
C -1.20927 -0.68615 0.26319
C -2.00794 0.55739 0.22944
N -1.85534 -0.26566 -0.97243
H 2.53444 1.48847 -0.64620
H 2.50883 -0.28893 -0.87232
H 2.67609 0.40823 0.76085
H 0.62028 -0.85053 1.39524
H 0.72144 -1.47395 -0.26202
H -1.65290 -1.57238 0.71413
H -1.46828 1.49872 0.27570
H -3.01305 0.57146 0.64749
H -1.14782 0.15867 -1.56871

[10]
15
Properties=species:S:1:pos:R:3 method="wB97M-V/def2-TZVPD" smiles="CCC(=O)NC" homo_lumo_gap_ev=10.3 de_lowest_kcal_mol=33.16 lumo_energy_ev=0.9680 max_force_ev_per_a=1.718 total_charge=0 homo_ev=-9.35 spin_multiplicity=1
C 2.15427 -0.51788 0.36726
C 1.20961 0.72264 -0.21699
C -0.15017 0.16592 0.13623
O -0.17606 -0.69751 1.00020
N -1.31432 0.44245 -0.51427
C -2.44817 -0.37227 -0.10738
H 2.14378 -1.38632 -0.30438
H 3.14880 -0.12092 0.51515
H 1.88168 -0.98353 1.34954
H 1.46287 1.60266 0.38838
H 1.21533 1.15975 -1.26375
H -1.46660 1.28279 -1.04705
H -3.17652 -0.43079 -0.91615
H -2.06447 -1.37091 0.11580
H -2.92227 -0.00017 0.80862

[11]
15
Properties=species:S:1:pos:R:3 method="wB97M-V/def2-TZVPD" smiles=O[C@H]1CCNC1 homo_lumo_gap_ev=10.2 de_lowest_kcal_mol=46.22 lumo_energy_ev=0.9385 max_force_ev_per_a=4.437 total_charge=0 homo_ev=-9.25 spin_multiplicity=1
O 0.96631 -1.58815 -0.38055
C 0.21722 -0.85395 0.52783
C 0.92289 0.47715 0.66936
C 0.08458 1.42492 -0.14793
N -0.76965 0.65108 -1.01480
C -1.17854 -0.51902 -0.13443
H 0.20774 -2.18216 -0.77902
H 0.01982 -1.42580 1.46966
H 1.15532 0.67188 1.75065
H 1.89733 0.31407 0.24187
H 0.60978 2.14854 -0.75613
H -0.59401 2.13335 0.40708
H -0.07150 0.32280 -1.68882
H -1.61105 -1.40262 -0.70896
H -1.85625 -0.17208 0.54418

[12]
15
Properties=species:S:1:pos:R:3 method="wB97M-V/def2-TZVPD" homo_lumo_gap_ev=6.5 de_lowest_kcal_mol=125.85 lumo_energy_ev=-0.5392 max_force_ev_per_a=3.527 total_charge=0 homo_ev=-7.04 spin_multiplicity=1
C 1.60599 1.07577 -0.10839
N 0.23417 0.55001 0.04290
C -0.48789 0.70640 -1.18747
C 0.22392 -0.67789 0.69035
C -1.06997 -1.33085 0.98224
O -2.22177 -0.96716 0.14394
H 1.71988 2.10786 0.22050
H 2.25606 0.46995 0.54479
H 1.94044 1.03946 -1.18103
H -0.21316 0.06401 -2.02112
H -0.82562 1.70570 -1.46471
H -1.88339 -0.21544 -0.42999
H 1.20791 -1.13501 0.89485
H -1.03372 -2.42734 0.91418
H -1.45285 -0.96547 1.95895

[13]
15
Properties=species:S:1:pos:R:3 method="wB97M-V/def2-TZVPD" smiles="C=N/C=C/C.O" homo_lumo_gap_ev=8.7 de_lowest_kcal_mol=109.58 lumo_energy_ev=-0.0486 max_force_ev_per_a=7.397 total_charge=0 homo_ev=-8.80 spin_multiplicity=1
C 1.94722 0.59696 1.40944
N 0.71830 0.99711 1.66670
C -0.29178 0.47341 0.82192
C -0.37012 -0.92539 0.47264
C -1.70988 -1.46744 -0.10364
H 2.94043 1.09385 1.84611
H 2.26544 -0.35141 0.83606
H -0.89462 1.13132 0.32176
H 0.40755 -1.60049 0.11351
H -2.12665 -0.46324 -0.55780
H -1.64738 -1.98985 -1.11524
H -2.34357 -2.02311 0.67891
O 0.22658 1.75158 -2.42307
H 1.09082 1.74382 -2.06086
H -0.21234 1.03288 -1.90643

[14]
15
Properties=species:S:1:pos:R:3 method="wB97M-V/def2-TZVPD" smiles="CCC(=O)NC" homo_lumo_gap_ev=10.4 de_lowest_kcal_mol=28.90 lumo_energy_ev=0.9262 max_force_ev_per_a=2.864 total_charge=0 homo_ev=-9.47 spin_multiplicity=1
C -0.39477 -1.12709 -1.91403
C 0.79593 -0.36012 -1.28530
C 0.42751 -0.09919 0.14657
O 0.49356 -0.88597 1.09655
N -0.40608 0.96876 0.35007
C -0.64024 1.37608 1.74568
H -1.24541 -0.72178 -1.38208
H -0.49901 -0.81497 -2.98014
H -0.32303 -2.23117 -1.86839
H 0.86240 0.58921 -1.83042
H 1.76795 -1.06441 -1.28049
H -0.64193 1.58444 -0.38767
H -0.65835 2.47259 1.80495
H 0.06798 0.85444 2.50244
H -1.56716 0.90006 2.04142

[15]
15
Properties=species:S:1:pos:R:3 method="wB97M-V/def2-TZVPD" homo_lumo_gap_ev=8.9 de_lowest_kcal_mol=143.63 lumo_energy_ev=0.3603 max_force_ev_per_a=5.584 total_charge=0 homo_ev=-8.56 spin_multiplicity=1
C -1.56908 -1.25863 -0.06851
C 1.66601 0.66298 -0.42092
N -0.37897 -0.70813 0.57763
C -0.03452 0.54888 0.35569
C -0.58598 1.74416 0.54850
O 0.93178 -1.49651 -0.20500
H 1.40012 -2.22023 0.26025
H -1.54289 -1.11514 -1.15146
H -1.64415 -2.32353 0.14999
H -2.45209 -0.74968 0.33201
H 2.21327 0.03805 -1.11841
H 1.44063 1.56746 -0.97966
H 2.20356 0.81665 0.50862
H -1.58710 1.84599 0.94844
H -0.06059 2.64767 0.26282

[16]
15
Properties=species:S:1:pos:R:3 method="wB97M-V/def2-TZVPD" homo_lumo_gap_ev=8.8 de_lowest_kcal_mol=88.69 lumo_energy_ev=0.0721 max_force_ev_per_a=0.309 total_charge=0 homo_ev=-8.70 spin_multiplicity=1
C 1.39063 0.83712 -1.41592
C -0.76955 -1.02197 0.02681
C 0.19792 -1.79118 0.84725
C -1.44984 0.05161 0.67936
O -2.33731 -0.50527 1.34028
N -1.28865 1.38896 0.54617
H 1.61130 1.09430 -0.37480
H 1.10679 1.73874 -1.96648
H 2.28304 0.40499 -1.87428
H 0.57604 0.10557 -1.46835
H 0.02232 -2.86766 0.73582
H 1.17395 -1.61251 0.36503
H 0.26797 -1.52909 1.91162
H -0.72269 1.74490 -0.20949
H -2.06192 1.96150 0.85697